No. 1
# C31H41Br63F3N3O3P

C31H41Br63F3N3O3P as an isolated structure (ωB97M-V/def2-TZVPD, OMol25).

The geometry in ORCA input format:
```
! wB97M-V def2-TZVPD RIJCOSX def2/J DEFGRID3
* xyz 1 1
C 1.349 3.117 1.525
C 1.106 3.267 0.004
C 0.229 2.097 -0.462
C -1.113 2.546 -1.007
C -2.058 3.079 0.064
N -2.353 2.115 1.138
C -2.701 0.752 0.657
C -3.677 -0.063 1.503
C -4.002 -1.333 0.721
F -4.870 -2.019 1.516
Br -2.459 -2.454 0.456
C -4.761 -1.053 -0.595
F -3.927 -0.863 -1.610
F -5.527 0.039 -0.495
Br -5.910 -2.543 -1.084
C -3.048 2.617 2.202
N -2.430 2.716 3.463
Br -1.245 1.314 3.814
N -4.268 3.034 2.206
C -5.111 3.090 1.010
P -5.352 4.762 0.256
O -5.675 4.519 -1.124
O -6.610 5.482 0.933
O -4.040 5.664 0.356
H 2.136 2.396 1.720
H 0.438 2.683 1.938
H 1.517 4.069 2.015
H 2.069 3.242 -0.492
H 0.652 4.240 -0.172
H 0.139 1.325 0.298
H 0.739 1.607 -1.292
H -0.942 3.374 -1.688
H -1.632 1.764 -1.565
H -1.580 3.953 0.513
H -2.938 3.478 -0.444
H -3.072 0.850 -0.363
H -1.769 0.205 0.564
H -3.195 -0.406 2.411
H -4.632 0.417 1.687
H -1.900 3.588 3.515
H -4.651 3.389 3.078
H -6.111 2.772 1.306
H -4.804 2.432 0.210
H -6.739 5.064 1.805
H -4.291 6.584 0.552
C -10.191 4.250 1.861
Br -9.214 4.429 3.519
Br -9.097 3.393 0.530
Br -11.873 3.353 2.105
H -10.406 5.248 1.508
C 1.316 -3.593 -1.318
Br 0.485 -4.027 0.368
Br 2.786 -2.372 -1.078
Br 1.842 -5.177 -2.277
H 0.575 -3.085 -1.920
C 1.203 7.385 1.656
Br 1.899 7.766 3.408
Br 2.502 6.519 0.531
Br -0.456 6.386 1.731
H 0.968 8.333 1.193
C 5.049 -4.811 -4.617
Br 5.240 -5.236 -6.486
Br 5.947 -6.093 -3.496
Br 5.624 -3.012 -4.232
H 3.996 -4.866 -4.382
C -4.793 -4.727 4.052
Br -5.608 -5.186 5.734
Br -3.292 -3.538 4.290
Br -4.302 -6.288 3.040
H -5.532 -4.191 3.473
C -3.044 2.789 -4.914
Br -3.893 2.060 -3.344
Br -1.139 2.490 -4.894
Br -3.857 2.126 -6.526
H -3.201 3.858 -4.891
C 10.228 -6.352 -4.578
Br 9.193 -4.749 -4.847
Br 9.569 -7.814 -5.642
Br 12.104 -6.033 -4.868
H 10.111 -6.634 -3.541
C -8.179 3.304 7.669
Br -8.749 1.936 6.437
Br -7.057 2.588 9.058
Br -7.322 4.777 6.758
H -9.066 3.698 8.143
C 0.167 10.796 -1.257
Br -0.571 10.462 0.497
Br 1.649 12.019 -1.180
Br 0.638 9.160 -2.165
H -0.611 11.270 -1.838
C -0.933 8.233 6.599
Br -1.274 6.726 5.439
Br -0.007 7.698 8.199
Br -0.007 9.654 5.688
H -1.895 8.620 6.901
C 4.994 1.416 3.982
Br 5.862 -0.187 3.365
Br 5.601 2.974 3.024
Br 3.073 1.247 3.906
H 5.263 1.554 5.020
C 9.220 -11.465 -8.062
Br 7.804 -10.167 -8.209
Br 10.954 -10.660 -8.288
Br 9.104 -12.447 -6.407
H 9.089 -12.174 -8.866
C 11.711 -2.385 -5.389
Br 10.360 -1.172 -4.748
Br 11.589 -2.655 -7.290
Br 13.481 -1.821 -4.860
H 11.528 -3.342 -4.919
C 13.245 -3.024 -1.363
Br 11.696 -4.151 -1.546
Br 12.753 -1.232 -0.870
Br 14.558 -3.773 -0.170
H 13.698 -2.965 -2.342
C -9.645 -4.375 -0.693
Br -8.981 -4.253 1.115
Br -8.316 -5.097 -1.891
Br -11.289 -5.366 -0.785
H -9.856 -3.368 -1.022
C -3.894 -2.950 -4.603
Br -5.685 -3.497 -5.063
Br -2.752 -4.460 -4.244
Br -3.139 -1.779 -5.932
H -3.966 -2.383 -3.685
C 6.900 -13.773 -3.405
Br 5.321 -14.850 -3.641
Br 6.460 -11.967 -2.898
Br 8.137 -14.579 -2.168
H 7.395 -13.722 -4.364
C -12.303 -9.653 -1.664
Br -13.691 -8.314 -1.600
Br -10.564 -8.856 -1.888
Br -12.362 -10.813 -0.128
H -12.490 -10.264 -2.534
C 9.496 -2.846 3.051
Br 7.638 -3.369 3.014
Br 10.435 -3.469 1.490
Br 9.699 -0.945 3.291
H 9.944 -3.325 3.909
C 2.806 12.884 6.650
Br 2.616 11.320 7.756
Br 2.338 12.508 4.815
Br 1.811 14.376 7.347
H 3.850 13.161 6.662
*
```

Summary:
**Orbital gap**: 7.1 eV
**LUMO**: -3.9 eV
**E_HOMO**: -0.4055 hartree

No. 2
# C29H54F3N4O6S2

A 4-piece molecular cluster, C29H54F3N4O6S2 overall (ωB97M-V/def2-TZVPD, OMol25).

The geometry in ORCA input format:
```
! wB97M-V def2-TZVPD RIJCOSX def2/J DEFGRID3
* xyz 0 4
O 5.210 -5.061 -7.110
S 4.714 -3.807 -6.637
O 3.095 -4.043 -6.588
N 2.392 -3.040 -5.871
C 2.903 -2.483 -4.896
S 3.387 -1.602 -3.722
O 4.663 -2.822 -8.006
C 5.408 -1.680 -8.058
F 6.353 -1.792 -8.991
F 4.626 -0.649 -8.375
F 6.012 -1.399 -6.889
C 0.277 -0.089 2.489
C 0.877 -0.564 1.150
C 2.404 -0.654 1.247
C 3.107 0.703 1.248
C 2.649 1.559 0.070
C 1.129 1.723 0.006
N 0.496 0.366 0.039
O 0.517 -0.210 -1.112
C 0.631 2.610 1.158
C 0.727 2.414 -1.291
C 0.306 -1.945 0.842
H -0.631 0.492 2.336
H 0.009 -0.941 3.113
H 0.968 0.518 3.071
H 2.777 -1.244 0.403
H 2.655 -1.210 2.153
H 2.930 1.227 2.191
H 4.186 0.548 1.187
H 3.105 2.551 0.115
H 2.993 1.095 -0.862
H -0.459 2.647 1.173
H 0.999 3.625 1.002
H 0.968 2.297 2.142
H 1.118 1.899 -2.166
H 1.122 3.431 -1.286
H -0.359 2.466 -1.383
H -0.776 -1.899 0.705
H 0.520 -2.604 1.684
H 0.745 -2.380 -0.053
C -0.873 2.576 8.426
C -0.165 2.039 7.163
C 1.350 1.960 7.380
C 2.056 3.316 7.354
C 1.692 4.097 6.093
C 0.182 4.257 5.906
N -0.457 2.904 5.974
O -0.353 2.264 4.862
C -0.397 5.211 6.961
C -0.120 4.867 4.541
C -0.713 0.643 6.886
H -1.771 3.137 8.167
H -1.182 1.745 9.059
H -0.233 3.215 9.033
H 1.783 1.324 6.602
H 1.532 1.457 8.333
H 1.811 3.896 8.248
H 3.135 3.158 7.383
H 2.147 5.090 6.113
H 2.103 3.578 5.221
H -1.485 5.247 6.891
H -0.015 6.215 6.774
H -0.130 4.955 7.981
H 0.334 4.300 3.732
H 0.277 5.882 4.514
H -1.195 4.913 4.365
H -1.781 0.678 6.663
H -0.566 0.029 7.775
H -0.206 0.163 6.052
C -3.757 -4.100 -6.493
C -4.008 -3.865 -4.987
C -4.951 -2.676 -4.772
C -4.299 -1.313 -5.007
C -3.005 -1.178 -4.206
C -2.020 -2.318 -4.471
N -2.723 -3.622 -4.258
O -2.788 -3.948 -3.014
C -1.443 -2.212 -5.891
C -0.841 -2.233 -3.511
C -4.647 -5.132 -4.426
H -2.761 -4.506 -6.668
H -4.475 -4.822 -6.880
H -3.867 -3.194 -7.088
H -5.332 -2.710 -3.747
H -5.814 -2.801 -5.432
H -4.107 -1.158 -6.073
H -4.994 -0.527 -4.708
H -2.510 -0.230 -4.431
H -3.246 -1.161 -3.138
H -0.816 -3.075 -6.118
H -0.817 -1.321 -5.948
H -2.195 -2.121 -6.669
H -1.152 -2.201 -2.470
H -0.278 -1.321 -3.712
H -0.174 -3.088 -3.643
H -3.968 -5.981 -4.508
H -5.548 -5.351 -5.000
H -4.928 -5.018 -3.381
*
```

Summary:
**Orbital gap (alpha / beta)**: 6.8 / 7.9 eV
**LUMO (alpha / beta)**: -1.1 / -1.1 eV
**Expectation value of S²**: 3.76
**E_HOMO (alpha / beta)**: -0.2903 / -0.3318 hartree

No. 3
# C3H5O3

A 2-piece molecular cluster, C3H5O3 overall (ωB97M-V/def2-TZVPD, OMol25).

The geometry in ORCA input format:
```
! wB97M-V def2-TZVPD RIJCOSX def2/J DEFGRID3
* xyz -1 1
O 0.389 1.174 -2.890
C 0.475 0.764 -1.756
C -0.601 0.288 -0.863
H 1.494 0.742 -1.303
H -0.647 0.963 -0.013
H -0.419 -0.717 -0.492
H -1.609 0.351 -1.280
O -0.947 -0.483 1.991
C 0.219 -0.897 2.151
O 0.680 -2.037 1.926
H 0.967 -0.147 2.529
*
```

Summary:
**ΔE to the lowest compared entry with this formula, charge and spin**: 31.5 kJ/mol
**Orbital gap**: 8.0 eV
**LUMO**: 3.8 eV
**E_HOMO**: -0.1550 hartree

No. 4
# C17H15BrO2Os

C17H15BrO2Os as an isolated structure (ωB97M-V/def2-TZVPD, OMol25).

The geometry in ORCA input format:
```
! wB97M-V def2-TZVPD RIJCOSX def2/J DEFGRID3
* xyz 0 5
C -1.192 -1.257 -3.392
C -1.436 -2.345 -2.491
C -2.160 -1.834 -1.352
H -1.019 -3.329 -2.619
C -2.410 -0.436 -1.595
C -1.790 -0.077 -2.837
H -1.799 0.892 -3.298
H -0.654 -1.292 -4.324
H -2.403 -2.376 -0.455
H -2.936 0.258 -0.969
Os -0.380 -0.825 -1.444
Br 1.156 -2.197 -0.110
C 2.900 1.091 -1.203
C 1.804 1.746 -1.855
C 1.373 0.898 -2.928
H 1.268 2.630 -1.559
C 2.201 -0.262 -2.947
C 3.161 -0.144 -1.891
H 3.848 -0.914 -1.597
H 3.361 1.417 -0.286
H 0.655 1.199 -3.693
H 2.082 -1.094 -3.639
O 1.027 1.834 0.784
C 0.097 1.055 1.036
O -0.683 0.461 0.188
C -0.223 0.754 2.487
C -0.939 -0.402 2.838
C -1.222 -0.665 4.181
C -0.802 0.227 5.175
C -0.080 1.376 4.825
C 0.211 1.639 3.488
H -1.243 -1.078 2.039
H -1.780 -1.563 4.437
H -1.037 0.029 6.220
H 0.251 2.072 5.593
H 0.790 2.513 3.193
*
```

Summary:
**ΔE to the lowest compared entry with this formula, charge and spin**: 216.8 kJ/mol
**Orbital gap (alpha / beta)**: 5.0 / 5.2 eV
**LUMO (alpha / beta)**: 0.2 / -2.7 eV
**Expectation value of S²**: 6.04
**E_HOMO (alpha / beta)**: -0.1774 / -0.2918 hartree

No. 5
# C11H15O2P

One molecule with the formula C11H15O2P (ωB97M-V/def2-TZVPD, OMol25).

The geometry in ORCA input format:
```
! wB97M-V def2-TZVPD RIJCOSX def2/J DEFGRID3
* xyz 0 1
C 1.863 1.579 0.048
C 1.168 -0.699 -0.315
C 3.182 1.183 0.003
C 2.492 -1.084 -0.360
C 0.838 0.641 -0.111
C 3.516 -0.154 -0.203
C -0.552 1.088 -0.057
C 4.948 -0.584 -0.240
C -4.652 0.003 -0.411
C -1.934 -1.114 1.392
C -3.415 0.860 -0.199
O -0.889 2.246 0.057
O -1.823 -1.075 -1.393
P -1.914 -0.205 -0.209
H 1.596 2.613 0.205
H 0.386 -1.426 -0.469
H 3.968 1.914 0.124
H 2.742 -2.122 -0.527
H 5.266 -0.893 0.756
H 5.082 -1.429 -0.911
H 5.592 0.231 -0.561
H -4.504 -0.642 -1.276
H -4.846 -0.626 0.456
H -5.528 0.624 -0.586
H -2.752 -1.831 1.347
H -1.000 -1.657 1.518
H -2.078 -0.434 2.227
H -3.466 1.434 0.725
H -3.288 1.560 -1.030
*
```

Summary:
**ΔE to the lowest compared entry with this formula, charge and spin**: 0.0 kJ/mol
**Orbital gap**: 9.1 eV
**LUMO**: -0.1 eV
**E_HOMO**: -0.3382 hartree

No. 6
# C5H12N2O2

C5H12N2O2 as an isolated structure (ωB97M-V/def2-TZVPD, OMol25).

The geometry in ORCA input format:
```
! wB97M-V def2-TZVPD RIJCOSX def2/J DEFGRID3
* xyz 0 1
C 0.020 -0.683 -0.835
C -2.574 0.915 0.598
C 2.256 0.673 -0.605
C -0.126 -2.121 -1.145
N 1.379 0.151 0.431
C -0.442 -0.259 0.479
N 1.384 1.067 1.476
O -1.251 0.963 0.092
O -0.683 -0.879 1.504
H -0.022 0.020 -1.666
H 0.866 1.921 1.236
H 1.001 0.611 2.298
H -2.570 0.876 1.691
H -3.151 0.042 0.273
H -3.133 1.808 0.313
H 2.535 -0.134 -1.284
H 3.191 1.000 -0.152
H 1.791 1.508 -1.150
H -0.010 -2.331 -2.206
H -1.091 -2.466 -0.764
H 0.633 -2.682 -0.584
*
```

Summary:
**ΔE to the lowest compared entry with this formula, charge and spin**: 616.1 kJ/mol
**Orbital gap (alpha / beta)**: 8.0 / 8.0 eV
**LUMO (alpha / beta)**: -0.2 / -0.2 eV
**E_HOMO (alpha / beta)**: -0.3010 / -0.3011 hartree

No. 7
# CH3ClI2Si

A 2-piece molecular cluster, CH3ClI2Si overall (ωB97M-V/def2-TZVPD, OMol25).

The geometry in ORCA input format:
```
! wB97M-V def2-TZVPD RIJCOSX def2/J DEFGRID3
* xyz 0 1
C -1.159 0.195 0.464
Si 0.678 0.047 0.030
Cl 1.181 -0.792 -3.385
I 2.096 1.926 0.841
I 1.882 -2.138 0.432
H -1.908 -0.428 -0.059
H -1.330 0.047 1.486
H -1.440 1.142 0.192
*
```

Summary:
**ΔE to the lowest compared entry with this formula, charge and spin**: 365.7 kJ/mol
**Orbital gap**: 5.9 eV
**LUMO**: -3.0 eV
**E_HOMO**: -0.3246 hartree

No. 8
# C22H21ClN4O4S

One molecule with the formula C22H21ClN4O4S (ωB97M-V/def2-TZVPD, OMol25).

The geometry in ORCA input format:
```
! wB97M-V def2-TZVPD RIJCOSX def2/J DEFGRID3
* xyz 0 1
C 3.953 -3.878 0.930
C 2.601 -3.180 0.912
H 1.801 -3.906 1.087
H 2.553 -2.386 1.661
O 2.365 -2.522 -0.331
C 1.877 -3.296 -1.326
O 1.571 -4.456 -1.193
N 1.818 -2.620 -2.508
C 1.959 -1.183 -2.552
H 2.744 -0.869 -1.867
C 0.609 -0.533 -2.167
N -0.459 -1.463 -2.469
C -1.295 -2.031 -1.558
O -2.037 -2.949 -1.845
C -1.267 -1.450 -0.179
C -1.533 -0.108 0.059
C -1.469 0.378 1.353
C -1.156 -0.458 2.414
C -0.935 -1.803 2.175
C -0.992 -2.300 0.885
H -0.818 -3.347 0.686
H -0.711 -2.462 2.999
H -1.098 -0.059 3.415
N -1.670 1.779 1.574
C -2.741 2.182 2.326
S -3.850 1.149 2.960
N -2.883 3.522 2.533
C -2.045 4.476 2.022
C -2.252 5.833 2.267
C -1.375 6.755 1.726
C -0.293 6.356 0.944
C -0.093 5.015 0.705
C -0.961 4.062 1.237
C -0.740 2.636 0.979
O 0.171 2.197 0.313
H 0.734 4.669 0.104
H 0.375 7.097 0.535
Cl -1.629 8.430 2.028
H -3.086 6.155 2.870
H -3.684 3.796 3.088
H -1.783 0.554 -0.756
C -0.253 -2.171 -3.717
H -0.063 -1.436 -4.503
C 0.943 -3.134 -3.546
H 0.606 -4.121 -3.225
H 1.502 -3.231 -4.482
H -1.162 -2.726 -3.950
H 0.458 0.391 -2.737
H 0.603 -0.287 -1.107
H 2.249 -0.916 -3.571
H 4.125 -4.316 1.909
H 3.968 -4.667 0.182
H 4.748 -3.168 0.711
*
```

Summary:
**ΔE to the lowest compared entry with this formula, charge and spin**: 0.0 kJ/mol
**Orbital gap**: 8.3 eV
**LUMO**: -0.3 eV
**E_HOMO**: -0.3165 hartree

No. 9
# C7H16O2

A 2-piece molecular cluster, C7H16O2 overall (ωB97M-V/def2-TZVPD, OMol25).

The geometry in ORCA input format:
```
! wB97M-V def2-TZVPD RIJCOSX def2/J DEFGRID3
* xyz 0 1
C -5.575 0.152 0.006
C -4.594 -0.967 -0.100
C 2.479 0.108 0.009
C 3.638 0.793 -0.745
C 1.248 1.116 0.189
C 2.856 -0.348 1.416
C 1.941 -1.122 -0.781
H -6.089 1.800 -0.045
H -5.409 -1.730 -0.120
H -3.820 -0.768 -0.986
H -3.822 -1.143 0.771
H 3.259 1.102 -1.701
H 4.072 1.696 -0.181
H 4.496 0.108 -1.018
H 0.380 0.498 0.568
H 1.501 1.911 0.952
H 0.957 1.549 -0.764
H 2.057 -1.014 1.827
H 3.102 0.447 2.215
H 3.731 -1.017 1.423
H 2.727 -1.921 -0.693
H 0.943 -1.485 -0.466
H 1.882 -0.917 -1.873
O -6.742 -0.269 0.126
O -5.219 1.422 -0.030
*
```

Summary:
**ΔE to the lowest compared entry with this formula, charge and spin**: 147.9 kJ/mol
**Orbital gap**: 11.1 eV
**LUMO**: 0.5 eV
**E_HOMO**: -0.3873 hartree

No. 10
# F12P2Rb

F12P2Rb as an isolated structure (ωB97M-V/def2-TZVPD, OMol25).

The geometry in ORCA input format:
```
! wB97M-V def2-TZVPD RIJCOSX def2/J DEFGRID3
* xyz -1 1
Rb -18.601 -14.308 2.974
P -20.248 -18.213 4.261
F -20.557 -18.283 2.668
F -19.601 -16.700 3.867
F -21.694 -17.601 4.551
F -19.905 -18.114 5.843
F -20.953 -19.660 4.482
F -18.730 -18.789 4.015
P -21.737 -12.845 1.945
F -22.510 -11.656 2.756
F -22.038 -12.079 0.541
F -20.336 -12.027 2.143
F -21.186 -14.043 1.008
F -21.549 -13.742 3.270
F -23.118 -13.588 1.860
*
```

Summary:
**ΔE to the lowest compared entry with this formula, charge and spin**: 93.9 kJ/mol
**Orbital gap**: 10.4 eV
**LUMO**: 1.3 eV
**E_HOMO**: -0.3313 hartree

No. 11
# C5H7N4OS

An isolated ion of composition C5H7N4OS and charge +1 (ωB97M-V/def2-TZVPD, OMol25).

The geometry in ORCA input format:
```
! wB97M-V def2-TZVPD RIJCOSX def2/J DEFGRID3
* xyz 1 1
C -0.320 1.063 2.631
C -1.639 -0.424 1.136
C 1.270 1.315 -0.257
C 0.862 -0.895 -0.533
C -0.391 -0.162 -0.914
N -1.075 0.627 1.768
N -1.360 -0.793 -0.040
N 1.727 0.084 -0.077
N 0.024 1.283 -0.736
O -0.769 -0.230 -2.279
S 1.151 -2.557 -0.221
H -0.407 2.088 2.714
H -2.491 -1.007 1.636
H 1.818 2.164 0.011
H 2.526 -0.271 0.267
H -0.260 1.973 -1.408
H -1.299 -1.007 -2.461
H 0.633 -3.250 -1.236
*
```

Summary:
**ΔE to the lowest compared entry with this formula, charge and spin**: 353.9 kJ/mol
**Orbital gap (alpha / beta)**: 7.0 / 7.0 eV
**LUMO (alpha / beta)**: -5.1 / -4.7 eV
**E_HOMO (alpha / beta)**: -0.4453 / -0.4300 hartree

No. 12
# C4H5IN2

A 2-piece molecular cluster, C4H5IN2 overall (ωB97M-V/def2-TZVPD, OMol25).

The geometry in ORCA input format:
```
! wB97M-V def2-TZVPD RIJCOSX def2/J DEFGRID3
* xyz 0 1
C 0.652 -2.334 0.165
C -0.027 -1.345 -0.085
C -0.539 -0.049 -0.018
C 1.044 1.244 0.265
N -1.668 0.523 0.552
N -1.620 0.261 -0.919
I 2.949 0.381 0.073
H 1.223 -3.212 0.013
H 0.864 1.754 1.244
H 1.012 1.806 -0.725
H -2.377 -0.194 0.792
H -1.511 1.164 -1.356
*
```

Summary:
**ΔE to the lowest compared entry with this formula, charge and spin**: 558.8 kJ/mol
**Orbital gap**: 9.6 eV
**LUMO**: 0.4 eV
**E_HOMO**: -0.3391 hartree